# 1
Here is a single C22H36N2O4 molecule from the Open Molecules 2025 dataset. Energies are from ωB97M-V/def2-TZVPD.

Cartesian coordinates (Å):
C -0.19 3.50 5.02
C 1.13 2.77 4.83
C 0.96 1.26 4.93
C 2.26 0.51 4.62
C 2.75 0.82 3.22
O 3.78 1.42 2.98
N 1.94 0.34 2.24
H 1.01 0.03 2.48
C 2.06 0.79 0.88
N 1.37 2.07 0.71
C 0.10 2.26 1.15
O -0.55 1.37 1.66
C -0.40 3.68 0.98
C -1.92 3.74 0.84
C -2.40 3.52 -0.59
C -2.09 2.13 -1.13
H -2.50 1.37 -0.46
H -1.02 1.97 -1.20
H -2.53 2.00 -2.12
H -1.95 4.28 -1.24
H -3.48 3.68 -0.62
H -2.35 2.97 1.48
H -2.28 4.71 1.19
H 0.08 4.16 0.13
H -0.10 4.22 1.89
H 1.92 2.87 0.42
C 1.52 -0.23 -0.09
C 1.16 0.15 -1.37
C 0.64 -0.78 -2.25
C 0.47 -2.12 -1.89
C 0.89 -2.52 -0.61
C 1.40 -1.56 0.27
H 1.70 -1.91 1.24
O 0.83 -3.77 -0.08
C 0.65 -4.90 -0.91
H 0.83 -5.76 -0.26
H -0.37 -4.96 -1.30
H 1.36 -4.92 -1.74
O -0.08 -3.05 -2.72
C -0.50 -2.67 -4.01
C -1.12 -3.90 -4.69
C -2.42 -4.28 -4.01
H -2.81 -5.21 -4.42
H -2.26 -4.42 -2.94
H -3.17 -3.50 -4.14
C -1.34 -3.62 -6.18
H -2.02 -2.78 -6.30
H -0.40 -3.39 -6.68
H -1.78 -4.49 -6.66
H -0.40 -4.72 -4.58
H 0.36 -2.31 -4.60
H -1.25 -1.87 -3.95
H 0.35 -0.45 -3.24
H 1.28 1.17 -1.69
H 3.13 0.97 0.70
H 2.10 -0.56 4.71
H 3.04 0.81 5.33
H 0.63 1.00 5.93
H 0.18 0.95 4.23
H 1.85 3.11 5.58
H 1.55 3.02 3.85
H -0.06 4.57 4.93
H -0.91 3.18 4.26
H -0.61 3.28 6.00

molecular weight: 392.5 u
ΔE to the lowest compared entry with this formula, charge and spin: 7.9 kJ/mol
LUMO level: 0.708 eV
total energy: -34569.5953 eV
SMILES: CCCCC(=O)NC(NC(=O)CCCC)c1ccc(OCC(C)C)c(OC)c1
net charge: 0

---

# 2
Here is a single C22H36N4O3 molecule from the Open Molecules 2025 dataset. Energies are from ωB97M-V/def2-TZVPD.

Cartesian coordinates (Å):
C -2.10 4.57 -0.17
O -1.67 4.22 -1.47
C -2.36 4.95 -2.47
C -1.87 4.46 -3.82
C -2.28 3.01 -4.09
C -1.33 2.29 -5.04
C 0.10 2.08 -4.55
O 0.98 1.78 -5.34
N 0.31 2.20 -3.22
C 1.66 2.07 -2.66
C 1.72 2.80 -1.33
C 0.93 2.10 -0.23
C 1.39 0.66 -0.04
N 0.60 -0.02 1.01
C 0.28 0.79 2.19
C 0.94 -1.34 1.26
O 1.93 -1.87 0.79
C -0.03 -2.11 2.06
C -1.38 -1.98 2.23
N -1.89 -3.03 2.93
C -0.85 -3.80 3.20
N 0.30 -3.30 2.68
C 1.61 -3.95 2.76
C 1.60 -5.01 3.85
C 0.37 -5.91 3.74
C 0.44 -7.08 4.71
C -0.88 -5.07 3.98
C 1.23 -0.06 -1.38
C 2.05 0.61 -2.48
H -1.53 3.97 0.54
H -1.92 5.63 0.03
H -3.17 4.36 -0.04
H -3.44 4.80 -2.37
H -2.16 6.02 -2.35
H -2.25 5.12 -4.61
H -0.78 4.56 -3.83
H -2.34 2.47 -3.14
H -3.29 2.99 -4.51
H -1.71 1.29 -5.27
H -1.25 2.81 -5.99
H -0.41 2.58 -2.63
H 2.34 2.54 -3.38
H 2.77 2.86 -1.03
H 1.37 3.83 -1.44
H 1.04 2.68 0.69
H -0.14 2.09 -0.47
H 2.46 0.65 0.25
H -0.09 0.16 2.98
H 1.17 1.31 2.55
H -0.48 1.53 1.96
H -2.01 -1.19 1.85
H 1.84 -4.39 1.79
H 2.36 -3.19 2.95
H 2.51 -5.59 3.77
H 1.60 -4.54 4.84
H 0.33 -6.31 2.71
H 0.52 -6.72 5.74
H -0.45 -7.71 4.64
H 1.31 -7.71 4.51
H -0.95 -4.83 5.04
H -1.79 -5.61 3.72
H 1.52 -1.11 -1.30
H 0.17 -0.04 -1.65
H 1.92 0.09 -3.43
H 3.11 0.56 -2.23

molecular weight: 404.6 u
ΔE to the lowest compared entry with this formula, charge and spin: 30.2 kJ/mol
LUMO level: 0.617 eV
total energy: -35503.0038 eV
SMILES: COCCCCC(=O)N[C@H]1CC[C@@H](N(C)C(=O)c2cnc3n2CC[C@@H](C)C3)CC1
net charge: 0

---

# 3
Here is a single C22H36N4O3 molecule from the Open Molecules 2025 dataset. Energies are from ωB97M-V/def2-TZVPD.

Cartesian coordinates (Å):
C 6.53 -5.27 -2.35
O 5.95 -4.00 -2.09
C 6.73 -3.18 -1.23
C 6.02 -1.84 -1.04
C 4.62 -1.95 -0.40
C 3.96 -0.60 -0.04
C 3.70 0.33 -1.23
O 4.59 1.06 -1.65
N 2.47 0.31 -1.75
C 2.00 1.18 -2.82
C 0.88 0.51 -3.64
C -0.37 0.15 -2.79
C -0.86 1.30 -1.88
N -2.12 1.03 -1.13
C -3.31 0.97 -2.00
C -2.16 0.92 0.24
O -1.20 1.14 0.97
C -3.39 0.45 0.85
C -4.23 -0.60 0.49
N -5.19 -0.81 1.37
C -4.93 0.01 2.36
N -3.85 0.84 2.09
C -3.27 1.79 3.05
C -4.31 2.12 4.14
C -4.95 0.84 4.71
C -5.84 1.17 5.93
C -5.78 0.14 3.62
C 0.23 2.25 -1.30
C 1.40 2.49 -2.27
H 5.88 -5.84 -3.01
H 7.50 -5.17 -2.85
H 6.67 -5.85 -1.44
H 6.88 -3.67 -0.27
H 7.72 -3.02 -1.67
H 6.65 -1.19 -0.43
H 5.94 -1.34 -2.01
H 3.96 -2.52 -1.07
H 4.70 -2.55 0.51
H 3.02 -0.78 0.48
H 4.58 -0.06 0.67
H 1.76 -0.19 -1.23
H 2.84 1.41 -3.49
H 0.58 1.17 -4.46
H 1.27 -0.39 -4.12
H -1.16 -0.19 -3.46
H -0.11 -0.70 -2.15
H -1.22 1.98 -2.66
H -4.25 1.02 -1.45
H -3.32 1.82 -2.69
H -3.31 0.06 -2.59
H -4.15 -1.22 -0.39
H -2.38 1.32 3.48
H -2.93 2.68 2.51
H -3.82 2.68 4.94
H -5.08 2.80 3.77
H -4.18 0.15 5.06
H -6.65 1.84 5.67
H -6.29 0.26 6.34
H -5.26 1.64 6.73
H -6.68 0.71 3.38
H -6.12 -0.84 3.95
H -0.21 3.21 -1.00
H 0.66 1.82 -0.40
H 2.19 3.06 -1.77
H 1.08 3.13 -3.10

molecular weight: 404.6 u
ΔE to the lowest compared entry with this formula, charge and spin: 130.4 kJ/mol
LUMO level: 0.661 eV
total energy: -35501.9645 eV
SMILES: COCCCCC(=O)N[C@H]1CC[C@@H](N(C)C(=O)c2cnc3n2CC[C@@H](C)C3)CC1
net charge: 0

---

# 4
Here is 2 unconnected molecules or ions with the total composition C22H37BBrF4IN6O6S from the Open Molecules 2025 dataset. Energies are from ωB97M-V/def2-TZVPD.

Cartesian coordinates (Å):
C -0.04 5.15 -1.21
C -0.61 4.96 -2.66
O -0.65 3.59 -3.10
C 0.64 3.03 -3.21
C 0.92 1.73 -2.43
N 0.89 1.64 -0.96
C -0.39 1.62 -0.20
N -1.61 1.96 -0.91
C 1.47 0.30 -0.82
N 2.44 -0.01 -0.02
C 3.04 -1.36 -0.03
C 2.89 -2.27 1.25
C 2.05 -1.75 2.47
Br 3.26 -1.45 4.00
C 3.07 1.01 0.88
C 2.07 1.76 1.80
S 2.71 2.10 3.49
C 1.17 2.38 4.39
N 0.80 3.40 5.16
N -0.47 3.07 5.53
C -0.83 1.92 5.01
O 0.21 1.44 4.26
N 0.78 -0.46 -1.77
C 0.21 -1.78 -1.51
C -0.10 -2.14 -0.03
C -1.56 -2.71 0.15
C -2.64 -1.59 0.26
O -3.76 -1.82 -0.65
C -4.89 -2.07 0.15
C -5.07 -3.56 0.58
O -5.61 -1.19 0.48
C 0.31 0.34 -2.93
O -1.05 0.29 -3.26
C 1.03 0.04 -4.33
C 1.33 -1.47 -4.55
O 2.43 -1.89 -4.40
I -0.30 -2.80 -5.09
H 0.59 4.31 -0.85
H -0.80 5.41 -0.45
H 0.65 6.04 -1.25
H -0.02 5.57 -3.39
H -1.65 5.35 -2.67
H 0.80 2.80 -4.30
H 1.47 3.75 -2.96
H 2.01 1.56 -2.64
H -0.29 2.33 0.65
H -0.53 0.62 0.29
H -2.16 1.16 -1.19
H -2.21 2.55 -0.34
H 2.74 -1.97 -0.91
H 4.14 -1.20 -0.17
H 2.49 -3.26 0.95
H 3.91 -2.49 1.64
H 1.38 -0.89 2.27
H 1.38 -2.58 2.80
H 3.84 0.50 1.51
H 3.65 1.70 0.22
H 1.08 1.28 1.91
H 1.88 2.76 1.33
H -1.79 1.40 5.09
H -0.72 -1.96 -2.11
H 0.93 -2.56 -1.90
H 0.56 -3.00 0.26
H 0.08 -1.34 0.72
H -1.57 -3.29 1.11
H -1.74 -3.38 -0.72
H -2.19 -0.60 0.03
H -3.09 -1.51 1.28
H -6.13 -3.76 0.85
H -4.36 -3.72 1.43
H -4.71 -4.19 -0.26
H -1.41 1.19 -3.38
H 1.94 0.64 -4.48
H 0.27 0.31 -5.11
B -0.91 -4.20 3.80
F -0.57 -4.54 5.12
F -2.25 -4.58 3.53
F -0.77 -2.79 3.61
F -0.04 -4.88 2.89

molecular weight: 807.3 u
LUMO level: -1.110 eV
total energy: -145165.0146 eV
net charge: 0